# 1
10
Properties=species:S:1:pos:R:3 method="wB97M-V/def2-TZVPD" charge=+1 max_force_ev_per_a=6.91 relative_energy_kcal_mol=51.29 homo_lumo_gap_ev=8.8
O 2.9705 0.2457 0.0397
N -0.0464 -1.5930 -0.0417
C 0.5610 1.0324 -0.0775
C 1.9002 0.6086 -0.0390
C -0.2422 -0.2445 0.1296
C -1.4941 -1.0113 0.2280
H 0.3208 1.3416 -1.2086
H -2.0338 -0.8352 -0.7429
H 0.2168 1.8122 0.6829
H -2.1530 -1.3565 1.0294

***

# 2
23
Properties=species:S:1:pos:R:3 method="wB97M-V/def2-TZVPD" max_force_ev_per_a=3.65 relative_energy_kcal_mol=159.68 homo_lumo_gap_ev="7.5 / 7.5"
N 1.6862 1.9469 -1.1527
N 1.7646 1.4128 1.1192
C -0.3006 0.6356 -0.1939
C 1.1271 1.1111 -0.1354
C 0.6830 -0.3546 -0.4039
C 0.2595 -2.2640 0.9163
C -1.8607 -1.0259 0.8397
C -1.1999 1.0534 -1.3283
C -0.3695 -0.9186 0.6055
H -1.9462 0.2881 -1.5609
H 1.6393 1.5139 -2.0692
H 1.4964 2.3560 1.3937
H -0.0106 -2.9926 0.1414
H 1.3507 -2.2175 0.9942
H -1.7228 1.9785 -1.0705
H 1.4049 0.8001 1.8479
H 0.8629 -0.7933 -1.3800
H -0.0976 -2.6572 1.8751
H -0.6502 1.2341 -2.2605
H -2.0721 -1.4467 1.8298
H -2.3251 -1.6777 0.0910
H 2.6727 2.0872 -0.9470
H -2.3919 -0.0695 0.8486

***

# 3
33
Properties=species:S:1:pos:R:3 method="wB97M-V/def2-TZVPD" charge=+1 max_force_ev_per_a=3.54 relative_energy_kcal_mol=77.84 homo_lumo_gap_ev="8.8 / 8.8"
N -0.7423 -2.0999 -2.2695
N -1.7034 3.0423 -1.2681
N -0.3316 -0.0374 -0.2680
N 1.9033 3.3435 -1.2355
N 0.9281 2.2264 0.7577
C -0.3722 1.8406 0.6337
C 0.5855 -1.4267 -2.1992
C -1.6036 -0.4458 -0.6520
C 1.4772 2.8205 -0.3136
C -1.1029 2.5119 -0.4253
C -1.1449 1.7072 1.8479
C 1.9103 1.8781 1.7332
C 2.1068 0.3091 1.7928
C 0.5328 0.0443 -1.5782
C -1.5958 -1.8851 -1.0116
H -1.1099 -2.4147 -0.2529
H -2.2397 0.2040 -1.4009
H 0.0781 0.7840 -2.3198
H -1.2198 2.6369 2.4467
H -0.6306 1.0822 2.6439
H -2.6039 -2.2245 -1.0835
H 0.9679 -1.4252 -3.2804
H 1.4470 0.3913 -1.1492
H 2.9867 0.0966 2.4163
H -1.2884 -1.6716 -3.0205
H 1.1431 -0.2377 2.0958
H 2.7532 2.4517 1.3737
H -2.2389 -0.4339 0.2528
H 1.3979 -1.9815 -1.6673
H 2.2601 -0.0925 0.8706
H 1.8657 2.0721 2.7845
H -2.1996 1.4652 1.4830
H -0.7369 -3.1050 -2.4574

***

# 4
12
Properties=species:S:1:pos:R:3 method="wB97M-V/def2-TZVPD" max_force_ev_per_a=0.76 relative_energy_kcal_mol=158.47 homo_lumo_gap_ev="7.9 / 8.7"
O 1.2742 0.2520 0.9952
C 0.0075 0.0444 1.2369
C -1.0134 0.8938 -0.8529
C -0.3304 -0.2194 -0.1979
C -1.5819 1.8095 -1.3895
C 1.2031 -0.1352 -0.3471
H -0.3905 -0.1148 2.2338
H 1.7195 0.5442 -1.0263
H -2.0769 2.6305 -1.8602
H 1.2130 -2.1520 0.5028
H 0.7941 -2.3715 1.0953
H -0.8182 -1.1817 -0.3900

***

# 5
84
Properties=species:S:1:pos:R:3 method="wB97M-V/def2-TZVPD" charge=+1 multiplicity=5 max_force_ev_per_a=0.39 relative_energy_kcal_mol=2.01 homo_lumo_gap_ev="7.5 / 6.3"
Os 0.3369 -0.9330 -0.6103
Sb -1.1778 1.9989 -1.0725
Se -2.0483 -1.3776 -0.7698
Se 0.3387 -0.0162 1.5700
O -3.6177 -1.5949 3.5142
O -0.0229 -3.2101 0.7914
O 5.8559 -1.7016 -2.6345
O 3.2929 0.9835 0.3301
O 1.3504 -2.1032 -2.2023
N 3.6163 -1.8788 -2.5004
N 2.3544 -0.5723 -0.9961
C 3.4406 0.1329 -0.5141
C 4.4829 1.5018 -3.0256
C 5.7581 -0.5491 0.0520
C 4.8445 -1.3052 -2.1271
C -1.2745 1.7995 -3.2608
C -4.0698 1.4707 -0.2173
C -1.2763 3.1390 -3.9949
C 2.4462 -1.5362 -1.9290
C -0.0458 0.9796 -3.6861
C -2.9256 3.2683 1.0610
C -0.5378 -3.0801 2.1210
C -2.5926 -2.5545 3.3314
C -1.7264 -2.1121 2.1403
C 5.3008 -1.7818 0.8225
C 5.3272 1.0946 -1.8237
C -0.3902 4.9907 -1.0186
C -3.7299 3.7134 -1.2734
C 0.6613 3.5997 0.7775
C 1.4627 3.3858 -1.5542
C -2.6029 -2.2565 0.8916
C -3.1303 2.6693 -0.3295
C 0.2323 3.6356 -0.6891
C 4.8135 -0.1754 -1.1062
C -2.5405 1.0216 -3.6225
C -1.3221 -0.6490 2.3933
H 6.7479 -0.7101 -0.3750
H -2.4545 2.5588 1.7467
H -2.3275 4.1794 1.0456
H -2.1211 3.7679 -3.7149
H -3.5883 -1.8462 1.1078
H -3.9534 3.2998 -2.2561
H -2.5741 0.0369 -3.1578
H 5.9948 -2.0105 1.6301
H -3.7132 0.7468 0.5196
H -1.3542 2.9434 -5.0699
H 0.2416 -2.7191 2.7975
H 3.4427 1.6827 -2.7438
H 1.2394 2.7045 1.0022
H -0.8670 -4.0663 2.4603
H 0.3811 5.7597 -0.8985
H 5.8125 0.3158 0.7127
H 0.0959 0.0785 -3.0752
H 1.2638 3.5021 -2.6194
H -0.1634 0.6547 -4.7243
H -1.9593 -2.6303 4.2242
H -4.2092 0.9474 -1.1627
H 1.8796 2.3955 -1.3694
H 1.3049 4.4656 0.9663
H -3.0106 -3.5457 3.1229
H -2.1274 0.0171 2.0852
H -1.2038 5.2441 -0.3381
H -2.5621 0.8729 -4.7069
H 5.3492 1.8902 -1.0781
H -2.7259 -3.3083 0.6276
H 4.8642 2.4221 -3.4665
H -3.4482 1.5589 -3.3514
H -0.1763 3.6542 1.4716
H 4.4966 0.7391 -3.8081
H 0.8719 1.5624 -3.6143
H -4.6757 4.0670 -0.8486
H -4.1703 -1.8524 4.2574
H 3.6295 -2.6234 -3.1852
H -1.1699 -0.4890 3.4611
H -0.3574 3.7038 -3.8369
H 4.3163 -1.6283 1.2732
H 0.7189 -3.8236 0.7981
H -3.0853 4.5807 -1.4036
H -0.7635 5.0577 -2.0406
H 2.2337 4.1158 -1.2830
H -3.9053 3.5256 1.4762
H 6.3540 0.8963 -2.1327
H 5.2552 -2.6638 0.1779
H -5.0482 1.8304 0.1173

***

# 6
14
Properties=species:S:1:pos:R:3 method="wB97M-V/def2-TZVPD" max_force_ev_per_a=1.59 relative_energy_kcal_mol=33.27 homo_lumo_gap_ev=11.3
O -0.8168 1.6286 2.0155
O -1.1405 -0.2566 0.7160
N 0.8834 0.0104 1.6061
C -0.2625 -0.5917 -0.3873
C 1.1620 -0.3534 0.2020
C -0.3961 0.6425 1.5016
C -0.6527 0.3643 -1.4910
H 1.6914 0.4491 -0.3229
H 0.4101 -0.8606 1.8886
H -0.0067 0.2705 -2.3662
H 1.8018 -1.2392 0.2016
H -1.6932 0.1873 -1.7764
H -0.5838 1.3877 -1.1021
H -0.3965 -1.6388 -0.6854